Record 1
Molecular formula: C54H100F18O27
Method: DFT, wB97M-V/def2-TZVPD

Calculated values
**Energy above the lowest of the compared OMol25 structures with the same formula, charge and spin**: 637.9 kJ/mol
**Structure (SMILES)**: CCOC(=O)C(F)(F)F.CCOC(=O)C(F)(F)F.CCOC(=O)C(F)(F)F.CCOC(=O)C(F)(F)F.CCOC(=O)C(F)(F)F.CCOC(=O)C(F)(F)F.COCCOCCOC.COCCOCCOC.COCCOCCOC.COCCOCCOC.COCCOCCOC
**Total charge**: 0
**HOMO**: -9.132 eV
**HOMO-LUMO gap**: 9.47 eV
**Electronic energy**: -161802.9098 eV

Cartesian coordinates (Å):
H: -3.6167 4.0668 -7.9559
H: -4.5763 -0.6688 -1.8164
F: -1.5879 -5.4646 5.6457
C: -1.6377 -6.5435 9.5432
O: -1.5166 -8.4123 -0.0062
O: -0.2259 -1.3855 0.4703
C: -5.7644 7.0218 -0.6600
F: 3.2185 5.3426 -2.2396
H: -4.1826 7.3148 -4.7278
C: -0.0984 -8.5933 6.4546
H: 0.7749 6.4524 -8.0121
H: -3.4108 4.5664 -1.7163
H: -2.2651 -1.2036 0.3054
H: -0.2255 4.1440 -3.7045
O: -1.9950 -6.1492 0.7091
H: 2.0545 -4.1916 -0.5484
C: 4.5150 -2.4982 4.1269
O: -7.3442 2.2424 -2.9979
C: 0.2587 5.0241 -4.1277
H: -3.2420 5.6323 0.6508
C: 1.2775 -1.2109 2.2379
C: 5.6553 -2.0359 4.9813
H: -0.9186 -0.6593 2.3674
H: 0.9354 -10.0598 7.5209
H: 2.3563 5.2368 -6.7689
F: -1.9599 -5.3544 -1.8134
F: 4.6799 3.8211 -2.2341
O: -5.0922 1.6742 -2.7525
H: 3.7375 1.7096 -8.2656
C: -0.0373 -0.6794 1.7262
H: 5.8940 -4.5770 5.4237
H: 5.9452 -4.3717 7.2363
F: -1.9929 -3.3886 6.0045
O: -0.0249 4.6062 -7.7202
H: 2.0768 -0.7654 1.6458
H: 2.6661 -2.5617 -0.9707
C: -3.3872 3.0794 -7.5552
F: -3.5527 -4.8240 6.4276
C: -1.4276 -7.9325 9.9233
H: 6.6273 -2.2080 4.5191
F: -7.2235 1.8617 -5.5472
H: 3.7722 -3.9830 -1.0603
C: -1.6299 3.2736 -9.1811
O: 1.5908 -1.1631 3.6051
C: -0.5650 2.4169 -0.9775
H: 4.4772 0.8947 1.5990
C: 0.0146 1.1337 8.2419
C: 1.5308 5.6269 -6.1736
H: 0.2096 -5.3336 1.8910
O: -0.2574 0.8955 -5.0385
H: 5.4588 2.3098 -9.4200
O: 2.1144 -7.2425 5.2085
F: -5.1505 1.2352 -5.3069
O: -4.9049 6.1877 0.1559
C: 4.3120 0.9669 -7.7119
H: 4.2587 -0.0273 -8.1554
O: -0.0473 1.9414 9.1918
O: 0.3091 1.5364 6.9633
F: 0.6239 -1.2406 7.8983
H: -0.9582 5.3512 -9.3556
C: 0.7521 2.9137 5.2068
F: 3.6405 -5.6886 7.0241
O: 0.5961 -7.4918 6.9708
H: -1.5707 -2.0052 -0.9489
H: -0.9999 -4.5157 2.9207
H: 4.3747 -1.8807 3.2397
H: -6.0134 -0.3793 -0.8559
H: -1.4848 9.4535 -5.4364
H: 6.8198 1.2518 -9.4783
O: -2.2869 2.4443 -8.2351
H: -1.2753 -7.8785 11.0012
F: 5.1868 5.4682 -1.1418
H: 1.0124 -1.7382 5.5392
C: -1.4063 -1.1038 -0.3585
F: -0.7276 -7.0787 -2.4217
H: 0.0523 2.3202 4.6186
C: -2.2168 -4.6150 6.4285
H: -2.3880 -8.4406 9.8363
H: 1.5216 -10.0394 5.8960
H: -1.9224 5.1669 -7.9968
H: 4.3546 -0.2209 -6.0030
C: 0.3898 5.8210 -7.2114
H: -0.7743 2.7441 -9.6004
C: -1.6324 -6.4808 2.0442
F: 1.9721 -4.5611 6.2256
H: -5.8300 6.4940 -1.6114
H: 2.1875 1.2172 0.4101
C: -3.0398 5.5693 -1.5054
H: 4.6408 -5.0148 0.8823
H: 2.7285 -4.0502 3.1543
H: 3.6063 -2.4279 4.7249
C: 4.1406 4.7181 -1.5108
H: -4.1887 4.9442 -3.8487
H: -0.2007 2.6690 -6.0690
C: 0.6106 -9.9443 6.4869
O: -1.3820 -3.8472 8.5854
O: 3.4089 2.7321 -0.2690
H: -4.4082 -0.2626 -0.1561
C: -0.5983 -5.4796 2.6080
C: -1.7162 -4.8466 7.8733
O: 3.1794 4.8513 0.6527
H: -0.4925 5.6501 -4.6095
H: 0.2279 0.3767 1.6780
C: 3.8251 1.7243 1.8721
H: -1.0921 -8.6431 6.8997
H: -2.4394 5.0667 -3.8577
H: 1.9179 2.5068 -6.8662
H: -3.2439 3.1899 -6.4803
H: -0.1650 -2.1085 4.2179
H: -2.4843 1.2946 -5.1439
H: 0.6926 5.6163 -3.3221
H: -0.6873 -0.1420 -2.1379
O: -1.0686 1.1934 -0.4196
H: -2.3076 3.5569 -9.9865
O: 5.6190 -2.6789 6.2714
C: 3.5355 4.1025 -0.2432
H: -3.0970 7.2050 -0.0137
H: 0.3214 2.3689 -1.6099
H: 1.2460 -2.2575 1.9348
O: 5.6585 1.3285 -7.5878
H: -0.4370 6.3699 -6.7607
F: 1.8551 -5.3907 8.2507
H: -0.9168 -5.9422 10.0973
F: -0.6389 -0.5915 9.6863
C: -2.1349 8.6340 -5.7427
H: 2.9736 -5.3466 1.1859
C: 3.7635 -4.6266 1.3998
H: -0.6112 -8.3755 9.3529
H: -0.4575 -8.4968 5.4300
H: -5.8586 1.8987 -0.7412
H: -5.5482 8.0755 -0.8363
C: -6.2390 2.0426 -3.4380
O: 2.4173 0.4448 -6.2215
H: -0.1569 2.9894 -0.1446
H: -1.4323 2.8351 -1.4884
O: 3.4151 -3.3327 0.7746
H: -4.2966 2.5431 -7.8262
H: -1.6666 8.2479 -6.6481
H: -1.8157 0.0116 -4.1952
H: -6.6353 7.0898 -0.0081
H: 6.8873 2.6129 -8.3935
H: -2.4882 -6.5230 2.7179
H: 3.6863 -5.5666 3.2241
F: -1.4058 -0.7427 7.6737
C: -1.1532 4.6354 -8.5571
C: -3.3005 6.6949 -4.8883
C: -3.3587 5.6479 -3.7848
H: 7.2814 -3.9885 6.4171
H: -1.3341 -7.5287 2.0787
H: -0.1308 -5.9028 3.4971
C: -0.3484 -0.4110 8.3821
O: 4.7905 -3.8829 3.6157
F: -5.6678 3.4567 -5.1475
H: -3.4924 6.1851 -5.8325
C: 3.7932 0.6684 -6.2893
H: 4.1410 1.4124 -5.5727
H: -0.4586 3.5168 6.8952
H: -4.1956 1.9387 -0.9977
H: 0.8623 3.9189 4.7999
H: 5.4512 -1.0138 5.3003
H: -2.2794 0.3809 -1.8174
C: 0.8857 -2.0464 4.5014
C: -6.0723 2.1766 -4.9594
C: 2.2614 -5.6127 7.0039
O: 1.2598 4.7045 -5.0767
C: 3.6834 -4.5202 2.9189
C: 2.7613 2.0242 0.8657
H: 1.7492 6.6414 -5.8401
C: 1.6836 1.7569 -6.1107
H: 1.9882 2.5923 1.3830
H: -0.0503 -10.7484 6.1631
H: 1.9394 2.1203 -5.1154
H: -3.1325 8.9995 -5.9861
C: -5.0882 1.4174 -1.3436
H: 3.3098 1.5131 2.8091
C: 0.4318 2.9249 6.6833
C: -1.7932 -6.6617 -1.7086
H: -1.9511 5.6213 -1.5149
O: -1.9069 -6.1374 8.1914
C: 2.9227 -3.5326 -0.5469
C: 0.2013 1.6577 -6.1304
C: -3.5438 6.2302 -0.2092
C: 6.2199 1.8482 -8.7909
H: -1.8207 -0.0700 -5.9310
C: -1.6423 0.6043 -5.0934
O: -2.1982 7.5703 -4.8575
C: -1.3489 0.1210 -1.3126
H: 4.4619 2.6048 1.9577
C: 1.6492 -6.9057 6.3059
F: -2.7860 -7.3549 -2.2407
H: 1.3027 -3.0480 4.3967
H: -0.1037 1.1299 -7.0340
H: -2.5537 -6.1679 9.9992
O: -3.5367 6.3839 -2.5470
C: -1.7339 -7.1969 -0.2484
H: 1.6849 2.3772 5.0328
C: -4.9984 -0.0282 -1.0420
C: 6.2029 -3.9540 6.2631
H: 1.1972 3.4017 7.2956

Force components x, y, z for each atom (eV/Å):
0.36 0.23 -0.02
0.03 0.40 -0.32
-0.03 -0.71 -1.12
-1.35 3.28 1.90
-0.88 5.36 -0.88
-0.62 1.24 -0.42
-0.36 -1.02 0.91
0.15 0.75 0.37
-0.41 0.15 -0.09
-1.18 -1.69 -2.32
0.26 0.29 -0.17
0.08 -0.39 0.72
-0.26 1.03 0.21
0.30 -0.30 -0.28
0.66 -2.47 -2.62
-0.12 -0.08 -0.11
0.13 -1.45 -1.37
1.36 -0.22 0.35
0.13 1.23 -0.73
1.26 -0.28 -0.19
-0.28 -2.74 0.10
-0.45 -0.50 1.38
-0.08 -0.84 0.19
-0.09 -0.67 0.13
0.25 -0.25 0.63
0.01 -0.34 -0.15
0.82 -2.71 -2.40
-1.93 0.82 -1.93
-0.15 0.06 0.01
0.10 1.24 -0.52
-0.01 0.04 0.21
-0.73 -0.47 -0.18
0.07 0.22 -0.10
0.29 -2.02 -0.08
0.16 0.11 0.40
0.04 -0.10 0.03
-0.18 -0.03 -1.28
0.43 -0.17 -0.48
-0.81 -1.07 -0.57
0.07 0.35 -0.13
0.83 0.93 -0.37
-0.31 -0.13 -0.84
0.35 1.57 1.54
-0.13 1.06 1.06
-0.37 -0.69 0.49
-0.15 -0.10 -0.02
0.06 3.49 1.11
-1.49 -0.45 -0.10
-0.05 0.15 -0.09
-0.81 0.80 0.67
-0.18 0.21 0.12
-1.61 0.82 3.34
-0.25 1.32 -0.91
-0.35 1.65 -1.54
-0.22 -1.09 0.98
-0.30 0.12 -0.90
0.15 -3.08 -2.91
-0.89 -2.03 2.26
-0.19 0.92 1.30
0.20 -0.09 -0.67
0.67 0.01 -0.39
-1.83 -0.36 0.02
1.99 1.89 0.01
0.59 -0.11 -0.34
-0.25 -0.05 -0.36
0.07 0.28 0.03
0.03 -0.39 0.00
-0.19 -0.21 0.73
-0.13 -1.04 0.50
-0.19 0.43 0.39
0.56 -0.26 -0.09
-0.60 1.51 0.23
0.00 0.32 -0.30
0.05 -0.90 0.47
0.33 0.91 0.64
-0.48 0.34 0.19
-0.20 0.17 1.59
0.30 -0.69 -0.44
-0.14 0.52 -0.26
-0.62 -0.37 0.11
-0.44 -0.37 0.19
0.22 0.18 0.92
-0.10 -0.15 0.17
0.31 -0.16 1.44
-0.31 -0.26 0.39
-0.83 0.39 -0.03
0.64 -0.33 -0.12
-1.23 1.68 0.64
0.51 0.05 0.62
0.01 0.01 0.13
-0.11 -0.46 -0.05
0.26 -0.37 1.36
-0.17 0.13 -0.59
-0.02 0.10 -0.37
0.58 0.47 1.06
-1.03 -4.71 -2.53
-0.42 1.78 -0.17
-0.07 0.40 0.16
0.08 -0.76 -0.25
0.25 3.53 2.80
0.51 -1.49 -1.25
-0.27 0.01 0.16
-0.75 0.50 -1.08
0.16 -0.52 0.07
0.43 0.13 1.07
0.25 -0.03 0.65
0.62 -0.25 -0.17
0.17 -0.35 -0.05
-0.19 0.14 0.24
0.75 1.30 0.05
0.03 0.03 0.24
0.96 0.67 0.27
1.59 0.25 -0.57
-0.15 -0.05 -0.20
0.34 0.13 -0.84
-1.78 -0.28 2.29
-0.09 0.34 -0.64
-0.21 -0.78 -0.61
0.39 -0.42 -0.12
0.44 -0.04 -0.86
-0.38 0.03 0.18
-0.17 -0.16 -0.47
0.62 0.48 -1.13
0.76 -0.50 -1.06
-0.29 -0.42 -1.36
-0.38 -0.09 -0.29
-1.03 1.92 -0.63
-0.06 -0.37 0.42
0.70 0.96 -0.53
-0.58 0.02 -0.73
1.18 -0.02 0.13
-0.73 -0.51 1.93
-1.46 1.71 -0.50
-0.79 0.34 0.21
0.38 0.85 -0.17
-0.20 -1.13 0.95
0.02 -0.50 0.55
-0.15 0.21 -0.60
-0.14 -0.04 0.03
-0.62 -0.44 -0.74
0.12 0.27 -0.49
-0.54 0.55 -0.38
-0.13 0.00 0.52
-0.89 0.41 -0.27
-0.02 0.60 -0.44
-1.79 0.60 -0.14
0.53 1.81 0.28
0.56 0.68 -0.87
0.73 0.17 -0.20
-0.05 -0.18 0.05
0.61 0.45 0.07
-1.26 1.05 0.15
-0.23 -1.01 -1.23
0.55 -0.03 -0.55
0.85 0.32 -0.21
-0.17 0.53 -0.01
-0.44 -0.54 0.10
0.30 -0.06 -0.16
-0.15 -0.03 -0.01
0.36 0.34 -0.74
-0.57 -0.55 0.07
0.24 0.00 -1.36
0.82 -1.43 2.13
1.38 -0.37 -0.31
0.64 -0.01 -1.24
1.63 0.20 -0.15
-0.04 0.90 -0.48
0.31 0.01 0.39
0.94 -1.12 1.13
0.14 0.83 -0.45
-0.16 0.14 0.28
0.33 0.36 -0.08
-0.08 0.27 -0.02
1.14 1.30 0.78
0.38 -0.09 0.22
0.21 0.63 -0.55
0.53 -1.57 0.33
0.24 -0.35 0.15
1.54 0.65 -0.81
0.97 0.07 0.75
-0.16 -1.12 -0.25
0.57 -1.79 1.90
0.19 1.23 0.73
-0.03 -0.17 -0.29
0.22 -2.06 0.22
1.00 -1.33 1.81
-0.26 -0.41 1.72
-0.16 0.05 0.33
0.33 -1.39 -2.43
-1.46 0.44 -0.55
0.02 -0.19 0.01
-0.30 0.29 -0.41
-0.23 -0.35 0.59
0.82 -0.99 -1.47
0.66 -1.99 3.03
0.28 0.17 0.19
-0.72 -1.56 0.32
0.11 -0.73 1.44
0.31 -0.33 -0.04

Atom charges from the Mulliken analysis, given in e for atoms 1 to 6: H 0.446; H 0.362; F -0.254; C -0.365; O -0.533; O -0.016

Record 2
Molecular formula: C6H12N2
Method: DFT, wB97M-V/def2-TZVPD

Calculated values
**Energy above the lowest of the compared OMol25 structures with the same formula, charge and spin**: 99.8 kJ/mol
**Structure (SMILES)**: CC[C@H]1N=C(C)CN1
**Total charge**: 0
**HOMO**: -8.480 eV
**HOMO-LUMO gap**: 9.46 eV
**Electronic energy**: -9395.8151 eV

Cartesian coordinates (Å):
H: 0.1488 -2.2216 -1.0318
N: -0.6786 -0.7472 1.1741
C: -0.1493 0.3413 1.6009
N: -1.1293 0.8838 -0.3554
H: -0.2110 2.3960 0.8251
H: 0.8774 -1.3493 -3.2011
C: 0.2392 -0.7196 -2.5808
C: 0.5446 0.4759 2.9044
C: -0.0673 1.3618 0.5100
H: -1.9427 -1.0679 -0.4901
H: 0.9063 1.0836 -0.0510
H: 0.4119 -0.4286 3.4906
H: 1.3016 -0.9713 -0.6978
H: -1.0457 1.1835 -1.3185
H: 0.5377 0.3215 -2.7116
H: 0.1486 1.3274 3.4566
H: -0.7754 -0.8264 -2.9684
C: 0.3121 -1.1476 -1.1247
C: -1.0392 -0.5413 -0.1811
H: 1.6101 0.6459 2.7504

Force components x, y, z for each atom (eV/Å):
0.12 -0.10 -0.14
0.25 0.37 1.34
0.14 -1.08 -0.49
-0.86 0.52 0.21
0.48 -0.04 -0.22
0.11 0.11 -0.03
-0.17 -0.06 0.21
-0.28 -0.01 0.18
0.62 -0.51 -1.12
0.17 -0.07 -0.05
-0.62 1.22 1.10
0.00 -0.03 0.04
-0.28 0.34 0.27
0.06 -0.05 0.08
0.06 0.02 -0.07
0.04 0.07 0.10
-0.06 0.02 -0.02
-2.32 -0.29 1.02
2.48 -0.47 -2.36
0.06 0.05 -0.05

Atom charges from the Mulliken analysis, given in e for atoms 1 to 6: H 0.385; N -0.632; C 0.768; N -0.521; H 0.375; H 0.376

Record 3
Molecular formula: C3H3N2O2
Method: DFT, wB97M-V/def2-TZVPD

Calculated values
**Energy above the lowest of the compared OMol25 structures with the same formula, charge and spin**: 85.4 kJ/mol
**Total charge**: -1
**HOMO (alpha / beta)**: -0.267 / -3.781 eV
**HOMO-LUMO gap (alpha / beta)**: 4.28 / 6.83 eV
**⟨S²⟩**: 2.017
**Spin multiplicity**: 3
**Electronic energy**: -10231.7693 eV

Cartesian coordinates (Å):
C: -0.7882 0.5550 -0.3590
H: -1.8040 0.1473 -0.5572
H: -0.1791 -1.5419 -0.8333
O: 3.0627 1.1507 -0.2769
H: 1.7501 1.3390 1.1722
N: -0.6238 1.6566 0.1101
O: 2.1395 -1.5273 0.0924
C: 2.0442 0.7991 0.2802
C: 1.4906 -0.4962 -0.0004
N: 0.1675 -0.5364 -0.4942

Force components x, y, z for each atom (eV/Å):
0.53 -6.08 -1.22
0.22 0.54 -0.32
0.87 3.23 1.26
3.45 0.93 -1.30
-1.07 0.55 0.28
0.25 3.36 1.23
0.77 -1.99 -0.93
-1.45 -0.13 0.88
-1.00 0.85 0.65
-2.56 -1.24 -0.52

Atom charges from the Mulliken analysis, given in e for atoms 1 to 6: C 0.086; H 0.318; H 0.270; O -0.619; H 0.344; N -0.549